{"formula": "C2H5Br2NO4S2", "method": "ωB97M-V/def2-TZVPD", "total_energy_ev": -173586.4702, "de_lowest_ev": 1.467, "homo_energy_ev": -8.8, "lumo_ev": 0.08, "spin_multiplicity": 1, "species": ["C", "C", "N", "O", "O", "O", "O", "S", "S", "Br", "Br", "H", "H", "H", "H", "H"], "xyz": [[0.278, 1.073, -2.223], [1.016, -0.856, 2.141], [-1.683, -0.042, 1.574], [0.845, -1.498, -2.434], [2.046, -0.214, -0.714], [0.180, 1.351, 0.758], [-0.286, -0.770, -0.370], [0.878, -0.437, -1.495], [-0.097, -0.007, 1.066], [0.597, 0.254, 3.666], [0.089, -2.526, 2.309], [0.924, 1.284, -3.066], [-0.738, 0.902, -2.549], [0.350, 1.845, -1.466], [-2.112, -0.942, 1.737], [-2.285, 0.583, 1.066]]}



{"formula": "C20H23NO4", "method": "ωB97M-V/def2-TZVPD", "total_energy_ev": -30792.9310, "de_lowest_ev": 2.253, "homo_energy_ev": -8.0, "lumo_ev": 0.70, "spin_multiplicity": 1, "smiles": "CCOc1ccc(OCc2cccc(C(=O)N3CCOCC3)c2)cc1", "species": ["C", "C", "O", "C", "C", "C", "C", "O", "C", "C", "C", "C", "C", "C", "C", "O", "N", "C", "C", "O", "C", "C", "C", "C", "C", "H", "H", "H", "H", "H", "H", "H", "H", "H", "H", "H", "H", "H", "H", "H", "H", "H", "H", "H", "H", "H", "H", "H"], "xyz": [[8.061, -1.641, -0.279], [6.554, -1.614, -0.075], [6.116, -0.288, -0.288], [4.788, -0.006, -0.163], [4.422, 1.318, -0.392], [3.105, 1.723, -0.295], [2.116, 0.803, 0.037], [0.785, 1.085, 0.161], [0.350, 2.407, -0.079], [-1.148, 2.443, 0.070], [-1.777, 3.475, 0.754], [-3.157, 3.498, 0.865], [-3.918, 2.483, 0.314], [-3.295, 1.431, -0.348], [-4.135, 0.371, -0.987], [-5.004, 0.652, -1.794], [-3.846, -0.911, -0.653], [-3.048, -1.343, 0.472], [-3.962, -2.025, 1.502], [-4.677, -3.093, 0.930], [-5.475, -2.650, -0.148], [-4.619, -1.993, -1.233], [-1.913, 1.427, -0.485], [2.481, -0.520, 0.267], [3.798, -0.926, 0.169], [8.438, -2.648, -0.126], [8.304, -1.316, -1.287], [8.542, -0.967, 0.425], [6.305, -1.937, 0.946], [6.064, -2.294, -0.787], [5.194, 2.026, -0.649], [2.867, 2.759, -0.480], [0.623, 2.715, -1.101], [0.818, 3.103, 0.630], [-1.187, 4.266, 1.193], [-3.640, 4.310, 1.387], [-4.995, 2.496, 0.390], [-2.540, -0.497, 0.932], [-2.304, -2.065, 0.118], [-3.372, -2.451, 2.315], [-4.662, -1.279, 1.911], [-5.982, -3.535, -0.535], [-6.224, -1.929, 0.213], [-5.247, -1.576, -2.021], [-3.929, -2.731, -1.655], [-1.422, 0.631, -1.024], [1.710, -1.228, 0.525], [4.038, -1.961, 0.356]]}



{"formula": "C16H16N5O4Re", "method": "ωB97M-V/def2-TZVPD", "total_energy_ev": -34618.0521, "charge": 1, "homo_energy_ev": [-11.5, -11.9], "lumo_ev": [-4.01, -4.73], "spin_multiplicity": 2, "species": ["Re", "N", "C", "C", "O", "N", "C", "C", "O", "O", "H", "H", "H", "H", "H", "H", "O", "C", "N", "C", "C", "C", "C", "C", "C", "N", "C", "C", "C", "C", "C", "N", "H", "H", "H", "H", "H", "H", "H", "H", "H", "H"], "xyz": [[0.335, -0.172, 0.201], [-1.160, 1.249, -0.297], [-2.304, 1.235, 0.647], [-1.688, 1.143, 2.024], [-2.178, 1.642, 3.010], [-0.494, 0.485, 1.942], [0.468, 0.739, 3.006], [1.668, 1.349, 2.321], [2.497, 2.072, 2.758], [1.740, 0.871, 1.009], [-1.465, 1.091, -1.251], [-0.704, 2.159, -0.253], [-2.938, 2.116, 0.581], [-2.909, 0.352, 0.443], [0.069, 1.386, 3.780], [0.803, -0.193, 3.473], [-0.325, -1.568, -3.682], [0.117, -1.104, -2.653], [-0.566, -0.930, -1.485], [-1.819, -1.654, -1.380], [-1.774, -2.343, -0.056], [-2.637, -3.344, 0.351], [-2.439, -3.938, 1.584], [-1.377, -3.522, 2.378], [-0.571, -2.506, 1.922], [-0.773, -1.917, 0.732], [1.557, -0.722, -2.510], [2.433, -0.731, -3.569], [3.774, -0.486, -3.310], [4.181, -0.260, -2.005], [3.241, -0.247, -0.994], [1.940, -0.469, -1.245], [-1.910, -2.369, -2.199], [-2.696, -0.999, -1.441], [-3.439, -3.657, -0.303], [-3.098, -4.727, 1.922], [-1.179, -3.973, 3.339], [0.257, -2.132, 2.508], [2.053, -0.945, -4.558], [4.495, -0.478, -4.117], [5.218, -0.082, -1.761], [3.509, -0.036, 0.030]]}



{"formula": "C8H12F3N3O", "method": "ωB97M-V/def2-TZVPD", "total_energy_ev": -23159.4723, "de_lowest_ev": 0.613, "homo_energy_ev": -8.0, "lumo_ev": 0.76, "spin_multiplicity": 1, "smiles": "c1c[nH]c(N2CCOCC2)n1.FC(F)F", "species": ["C", "C", "N", "C", "N", "C", "C", "O", "C", "C", "N", "H", "H", "H", "H", "H", "H", "H", "H", "H", "H", "H", "F", "C", "F", "F", "H"], "xyz": [[1.800, 0.837, -2.608], [2.793, 0.685, -1.709], [2.228, 0.359, -0.562], [0.823, 0.458, -0.791], [-0.085, 0.319, 0.240], [-1.133, 1.375, 0.384], [-2.205, 0.775, 1.313], [-1.630, 0.582, 2.634], [-0.647, -0.512, 2.573], [0.464, -0.153, 1.543], [0.575, 0.709, -2.006], [1.866, 1.093, -3.656], [3.845, 0.612, -1.935], [2.510, 0.574, 0.433], [-1.673, 1.472, -0.539], [-0.796, 2.172, 1.003], [-3.079, 1.548, 1.417], [-2.379, -0.216, 1.035], [-1.047, -1.384, 2.221], [-0.194, -0.490, 3.558], [1.072, 0.627, 2.069], [1.088, -0.954, 1.299], [-1.879, -1.967, -0.786], [-0.857, -2.053, -1.608], [-0.975, -3.068, -2.444], [0.272, -2.269, -0.853], [-0.757, -1.130, -2.226]]}



{"formula": "C5H8O", "method": "ωB97M-V/def2-TZVPD", "total_energy_ev": -7359.7561, "de_lowest_ev": 2.499, "homo_energy_ev": -9.7, "lumo_ev": 1.18, "spin_multiplicity": 1, "smiles": "C[C@H]1C[C@H]2O[C@@H]12", "species": ["C", "C", "C", "C", "O", "C", "H", "H", "H", "H", "H", "H", "H", "H"], "xyz": [[-1.203, 0.493, -1.041], [-0.335, -0.529, -0.317], [1.216, -0.285, -0.361], [1.137, 0.027, 1.140], [0.086, 1.026, 1.331], [-0.277, -0.323, 1.204], [-0.887, 1.509, -0.786], [-2.256, 0.390, -0.753], [-1.132, 0.374, -2.127], [-0.606, -1.551, -0.592], [1.589, 0.544, -0.966], [1.740, -1.202, -0.668], [1.785, 0.321, 1.947], [-0.858, -0.795, 1.989]]}



{"formula": "C43H56BF3N3O3", "method": "ωB97M-V/def2-TZVPD", "total_energy_ev": -64926.0912, "charge": 1, "homo_energy_ev": -10.6, "lumo_ev": -3.38, "spin_multiplicity": 1, "species": ["C", "O", "B", "O", "C", "N", "C", "C", "C", "N", "O", "C", "C", "C", "C", "N", "C", "C", "C", "F", "C", "F", "F", "H", "H", "H", "H", "H", "H", "H", "H", "H", "H", "H", "H", "H", "H", "H", "H", "H", "H", "H", "H", "H", "H", "H", "H", "H", "H", "C", "C", "C", "C", "C", "C", "H", "H", "H", "H", "H", "H", "C", "C", "C", "C", "C", "C", "H", "H", "H", "H", "H", "H", "C", "C", "C", "C", "C", "C", "H", "H", "H", "H", "H", "H", "C", "C", "C", "C", "C", "C", "H", "H", "H", "H", "H", "H", "C", "C", "C", "C", "C", "C", "H", "H", "H", "H", "H", "H"], "xyz": [[0.217, 2.225, 2.122], [1.391, 2.745, 1.406], [1.594, 2.011, 0.106], [2.989, 1.480, -0.084], [0.380, 1.879, -0.994], [0.514, 3.089, -1.928], [-0.631, 3.072, -2.916], [-0.979, 1.603, -3.554], [-2.559, 1.704, -4.093], [-3.555, 1.954, -2.982], [-0.930, 0.479, -2.607], [0.364, 0.475, -1.847], [0.228, -0.748, -0.758], [1.578, -1.654, -0.558], [1.346, -2.514, 0.858], [2.536, -3.436, 1.020], [1.637, 0.310, -2.893], [1.511, -0.989, -3.890], [1.255, -0.623, -5.471], [2.163, 0.251, -6.291], [0.036, -1.270, -6.104], [-0.910, -0.547, -6.996], [-0.161, -2.716, -5.714], [-0.133, 1.158, 1.794], [0.460, 2.146, 3.287], [-0.645, 3.045, 2.052], [3.344, 1.112, 0.778], [-0.703, 1.977, -0.503], [0.416, 3.976, -1.354], [1.469, 3.138, -2.364], [-0.287, 3.758, -3.830], [-1.576, 3.638, -2.460], [-0.328, 1.473, -4.518], [-2.594, 2.660, -4.798], [-2.905, 0.749, -4.674], [-3.250, 1.565, -2.063], [-4.470, 1.528, -3.299], [-0.603, -1.485, -1.196], [-0.157, -0.429, 0.300], [1.624, -2.466, -1.413], [2.585, -1.057, -0.540], [0.309, -3.101, 0.812], [1.211, -1.743, 1.759], [2.385, -4.111, 1.802], [3.349, -2.811, 1.213], [2.684, 0.190, -2.332], [1.788, 1.267, -3.591], [0.719, -1.734, -3.428], [2.550, -1.575, -3.855], [0.129, -8.051, -4.515], [0.645, -6.758, -4.604], [-0.127, -5.736, -5.155], [-1.419, -6.004, -5.607], [-1.936, -7.296, -5.514], [-1.161, -8.320, -4.972], [0.732, -8.848, -4.088], [1.649, -6.548, -4.246], [0.277, -4.730, -5.231], [-2.023, -5.206, -6.032], [-2.944, -7.504, -5.865], [-1.562, -9.328, -4.904], [4.580, -9.060, 1.968], [5.095, -7.768, 1.878], [4.323, -6.745, 1.328], [3.031, -7.013, 0.875], [2.514, -8.305, 0.968], [3.290, -9.330, 1.511], [5.183, -9.858, 2.394], [6.100, -7.557, 2.237], [4.728, -5.739, 1.252], [2.428, -6.215, 0.451], [1.507, -8.514, 0.617], [2.889, -10.337, 1.578], [0.682, 4.430, 6.106], [0.014, 4.212, 7.310], [-1.373, 4.343, 7.373], [-2.093, 4.683, 6.227], [-1.425, 4.897, 5.022], [-0.037, 4.775, 4.962], [1.764, 4.331, 6.059], [0.574, 3.940, 8.201], [-1.893, 4.179, 8.313], [-3.175, 4.780, 6.274], [-1.987, 5.161, 4.129], [0.484, 4.948, 4.024], [-3.430, 6.064, -8.687], [-3.078, 4.718, -8.775], [-3.565, 3.806, -7.839], [-4.413, 4.240, -6.819], [-4.768, 5.586, -6.733], [-4.273, 6.499, -7.664], [-3.047, 6.775, -9.415], [-2.423, 4.378, -9.573], [-3.286, 2.758, -7.904], [-4.797, 3.529, -6.092], [-5.430, 5.924, -5.940], [-4.545, 7.549, -7.594], [1.114, 4.382, 12.715], [0.882, 3.944, 11.412], [-0.202, 3.110, 11.138], [-1.059, 2.721, 12.168], [-0.828, 3.162, 13.471], [0.260, 3.989, 13.746], [1.961, 5.030, 12.928], [1.546, 4.253, 10.608], [-0.379, 2.763, 10.124], [-1.906, 2.074, 11.955], [-1.497, 2.860, 14.273], [0.443, 4.328, 14.762]]}